(1)
Formula: C4H6N2
Source: the Open Molecules 2025 dataset
Level of theory: ωB97M-V with the def2-TZVPD basis set

```
12
Properties=species:S:1:pos:R:3:nbo_charge:R:1
N -0.587 -1.913 -0.384 -0.81
N 0.632 -0.675 2.464 -0.36
C 0.237 -0.154 1.484 0.26
C 0.337 1.689 -0.116 -0.61
C 0.004 0.326 0.180 -0.30
C -0.329 -0.612 -0.728 0.11
H -0.671 2.199 -0.276 0.22
H 0.859 2.210 0.730 0.23
H 1.007 1.776 -0.981 0.22
H -0.702 -2.501 -1.198 0.41
H -0.423 -2.074 0.614 0.43
H -0.363 -0.272 -1.790 0.20
```

Properties
frontier orbital gap	9.10	eV
SMILES	C/C(C#N)=C/N
max |F|	0.06938	hartree/bohr
lowest unoccupied orbital energy	0.029	hartree



(2)
Formula: CH7N4O
Source: the Open Molecules 2025 dataset
Level of theory: ωB97M-V with the def2-TZVPD basis set

```
13
Properties=species:S:1:pos:R:3:nbo_charge:R:1
O 1.880 0.872 0.674 -0.36
N -0.132 -1.477 -0.499 -0.76
N -1.076 1.277 -0.759 -1.05
N 0.343 -1.208 1.719 -0.48
N 0.641 0.506 0.742 0.19
C 0.226 -0.738 0.499 0.50
H 0.066 -1.240 -1.521 0.43
H -1.556 2.041 -0.265 0.40
H 0.504 -0.702 2.488 0.39
H -0.924 -2.101 -0.367 0.45
H -1.824 0.597 -1.112 0.39
H 2.442 0.408 -0.046 0.49
H -0.591 1.764 -1.552 0.39
```

Properties
frontier orbital gap (spin up / spin down)	8.38 / 8.38	eV
charge	+1
max |F|	0.11384	hartree/bohr
lowest unoccupied orbital energy (spin up / spin down)	-0.229 / -0.229	hartree



(3)
Formula: C32H26ClF6N3O6PS2Ti
Source: the Open Molecules 2025 dataset
Level of theory: ωB97M-V with the def2-TZVPD basis set

```
78
Properties=species:S:1:pos:R:3:lowdin_spin:R:1
Ti -0.694 0.260 0.034 0.95
Cl 0.061 0.520 2.649 0.00
S -0.843 3.222 -0.861 0.01
S -0.854 0.201 -3.350 0.00
P 2.288 0.502 0.317 -0.01
F -1.810 4.257 1.362 0.00
F 0.167 4.971 0.813 0.00
F -1.579 5.684 -0.251 0.00
F -3.121 -1.076 -4.001 0.00
F -3.261 1.084 -3.971 0.00
F -3.291 -0.041 -2.113 0.00
O -2.478 -6.511 -0.191 0.00
O -0.681 -0.006 -1.785 0.00
O -2.197 2.849 -1.176 0.01
O -6.931 -2.536 0.357 0.00
O -0.397 -1.011 -4.004 0.00
O -0.232 2.235 0.113 0.03
N 0.008 3.590 -2.028 0.05
N -0.677 -1.892 0.427 0.01
N -2.651 -0.148 0.746 0.01
C 1.488 3.664 -2.150 0.06
C 4.024 -1.391 1.336 0.00
C 2.130 2.932 -1.014 0.24
C -4.357 -1.782 0.443 0.00
C -2.130 -3.781 0.407 0.00
C 3.509 2.443 1.950 0.00
C 0.375 -2.710 0.410 0.00
C -1.244 -6.131 0.370 0.00
C 2.411 1.601 1.767 0.00
C -1.924 -2.414 0.425 0.00
C -1.035 -4.635 0.376 0.00
C 4.906 -0.111 -0.508 0.00
C 3.572 3.312 3.024 0.00
C -2.759 0.021 -3.348 0.00
C 0.241 -4.083 0.385 0.00
C 1.446 2.506 3.811 0.00
C 2.535 3.349 3.949 0.00
C 2.331 0.964 -2.392 0.32
C 5.221 -2.083 1.429 0.00
C -3.590 0.796 0.899 0.00
C 1.414 1.645 2.728 0.00
C -3.026 -1.427 0.538 0.00
C 1.829 3.047 -3.480 0.25
C 2.354 1.598 -1.119 0.01
C -4.933 0.503 0.860 0.00
C -5.332 -0.805 0.610 0.00
C 2.181 1.739 -3.562 0.01
C -6.790 -1.142 0.496 0.00
C 6.100 -0.814 -0.415 0.00
C 6.257 -1.797 0.551 0.00
C 3.863 -0.397 0.369 0.00
C -1.038 4.628 0.333 0.00
H -3.123 -4.207 0.409 0.00
H 2.312 1.265 -4.527 -0.01
H -7.305 -0.767 1.387 0.00
H -4.663 -2.795 0.234 0.00
H -5.659 1.294 0.993 0.00
H -2.420 -6.484 -1.151 0.00
H 2.163 3.433 -0.056 0.01
H 0.641 2.508 4.532 0.00
H -7.193 -0.606 -0.370 0.00
H -3.234 1.811 1.024 0.00
H 1.347 -2.233 0.395 0.00
H 2.465 -0.109 -2.472 0.01
H 4.427 3.963 3.141 0.00
H -7.861 -2.755 0.247 0.00
H 4.789 0.663 -1.255 0.00
H 4.315 2.416 1.226 0.00
H -1.260 -6.476 1.407 0.00
H 1.669 3.645 -4.366 0.01
H 6.909 -0.589 -1.097 0.00
H -0.397 -6.621 -0.118 0.00
H 1.122 -4.710 0.361 0.00
H 3.218 -1.610 2.029 0.00
H 1.769 4.719 -2.135 0.01
H 2.577 4.030 4.789 0.00
H 7.190 -2.340 0.622 0.00
H 5.347 -2.844 2.187 0.00
```

Properties
frontier orbital gap (spin up / spin down)	5.91 / 7.43	eV
spin multiplicity	3
charge	+1
expectation value of S²	2.0481
max |F|	0.02942	hartree/bohr
lowest unoccupied orbital energy (spin up / spin down)	-0.140 / -0.138	hartree



(4)
Formula: C2H7O3PSi
Source: the Open Molecules 2025 dataset
Level of theory: ωB97M-V with the def2-TZVPD basis set

```
14
Properties=species:S:1:pos:R:3:nbo_charge:R:1
P 0.571 3.487 2.574 1.42
Si -0.269 0.661 0.437 1.74
O 1.940 3.830 2.026 -1.26
O -0.552 4.272 1.929 -1.25
O 0.140 1.698 1.510 -1.29
C -0.709 -1.101 1.134 -1.14
C 1.076 0.197 -0.848 -1.14
H 1.699 1.018 -1.026 0.23
H -0.846 -1.713 0.189 0.19
H 1.831 -0.491 -0.566 0.20
H 0.806 -0.374 -1.734 0.19
H -1.788 -1.230 1.519 0.21
H 0.129 -1.251 1.726 0.22
H -1.496 1.105 -0.422 -0.33
```

Properties
frontier orbital gap	4.91	eV
SMILES	C[SiH](C)OP([O-])[O-]
charge	-2
max |F|	0.09648	hartree/bohr
lowest unoccupied orbital energy	0.234	hartree



(5)
Formula: C4H11NO
Source: the Open Molecules 2025 dataset
Level of theory: ωB97M-V with the def2-TZVPD basis set

```
17
Properties=species:S:1:pos:R:3:nbo_charge:R:1
O -1.032 -2.932 -1.355 -0.59
N -1.717 -0.804 -0.931 -0.87
C -0.964 -1.762 -1.624 0.70
C 0.364 1.133 2.385 -0.60
C 1.692 1.500 1.671 -0.61
C -0.085 -1.069 -2.679 -0.72
H -2.178 -1.259 -0.147 0.39
H 0.827 -1.028 -2.080 0.25
H -0.548 1.414 1.833 0.20
H -0.489 -0.072 -2.832 0.21
H 1.747 2.573 1.494 0.20
H 2.453 1.345 2.458 0.20
H 1.736 0.858 0.808 0.20
H 0.281 0.076 2.651 0.20
H -2.284 -0.099 -1.367 0.39
H 0.414 1.799 3.282 0.20
H -0.217 -1.674 -3.568 0.24
```

Properties
frontier orbital gap	10.69	eV
SMILES	CC(N)=O.CC
max |F|	0.04606	hartree/bohr
lowest unoccupied orbital energy	0.028	hartree



(6)
Formula: C16H25AsN4OSSeSi2Ta
Source: the Open Molecules 2025 dataset
Level of theory: ωB97M-V with the def2-TZVPD basis set

```
52
Properties=species:S:1:pos:R:3:nbo_charge:R:1
Ta 0.268 0.305 0.526 1.55
Se 3.044 -3.598 1.601 1.24
As 2.333 1.414 0.404 -0.25
S -0.087 -0.472 -1.702 0.03
Si 1.855 3.553 -0.854 1.58
Si 4.631 1.555 1.584 1.70
O -1.100 1.558 0.009 -0.58
N 2.086 -2.133 1.270 -0.69
N 1.814 -4.373 2.534 -0.55
N -1.969 1.311 -1.012 -0.01
N -0.068 -1.409 1.769 -0.66
C -0.493 -3.833 3.179 -0.01
C -1.491 -2.889 3.041 -0.27
C -3.047 2.114 -1.135 0.07
C 0.760 4.542 0.277 -1.15
C 3.541 4.292 -1.051 -1.16
C -3.623 0.893 -3.103 -0.07
C -1.635 0.330 -1.889 0.04
C 5.731 1.678 0.094 -1.17
C 0.934 -2.335 1.875 0.28
C 1.086 3.104 -2.489 -1.15
C 4.240 3.085 2.563 -1.17
C -2.493 0.108 -2.957 -0.21
C 4.674 -0.030 2.551 -1.17
C 0.752 -3.569 2.572 0.10
C -3.901 1.911 -2.186 -0.21
C -1.253 -1.714 2.330 0.15
H -0.014 3.965 0.782 0.24
H -4.289 0.722 -3.939 0.28
H 6.155 2.677 -0.004 0.28
H -0.652 -4.761 3.714 0.28
H 3.172 3.229 2.729 0.26
H -2.251 -0.669 -3.669 0.28
H 1.853 3.046 -3.263 0.28
H 0.550 2.156 -2.495 0.23
H 3.410 5.271 -1.524 0.29
H -2.049 -0.984 2.220 0.23
H 4.959 0.179 3.585 0.29
H 4.040 4.464 -0.097 0.25
H 4.190 3.706 -1.701 0.26
H 5.406 -0.720 2.129 0.27
H 5.204 1.437 -0.828 0.26
H -2.468 -3.047 3.473 0.28
H -4.771 2.543 -2.291 0.29
H 0.391 3.899 -2.773 0.27
H 1.349 5.059 1.036 0.27
H 4.649 3.982 2.099 0.27
H 3.699 -0.509 2.560 0.25
H 0.263 5.308 -0.326 0.28
H -3.162 2.868 -0.370 0.27
H 4.698 2.985 3.552 0.29
H 6.554 0.966 0.186 0.29
```

Properties
frontier orbital gap	6.62	eV
charge	+3
max |F|	0.01627	hartree/bohr
lowest unoccupied orbital energy	-0.398	hartree



(7)
Formula: C22H42Cl3MgN2O4Si
Source: the Open Molecules 2025 dataset
Level of theory: ωB97M-V with the def2-TZVPD basis set

```
75
Properties=species:S:1:pos:R:3:lowdin_charge:R:1
Cl 0.081 0.456 -0.435 0.45
Cl -2.053 1.626 1.631 0.02
Cl 1.409 3.391 -0.127 0.05
Si -0.317 1.988 -2.149 0.38
Mg 0.449 1.791 1.393 0.08
O 2.746 0.136 0.897 -0.07
O -0.492 -1.542 -2.236 -0.18
O 0.639 0.069 2.504 -0.20
O 0.676 2.961 3.012 -0.12
N -0.032 5.130 3.208 -0.17
N 3.152 -1.411 -0.761 -0.17
C 2.858 -1.034 0.501 -0.35
C -0.294 0.042 4.762 -0.08
C 3.355 -2.826 -1.039 -0.06
C -2.157 -3.716 1.845 -0.11
C -2.078 -2.270 -3.917 -0.02
C 1.324 5.641 3.390 -0.02
C -0.899 -5.085 -3.602 -0.23
C -0.887 -4.118 2.255 -0.14
C -1.547 -1.930 -1.378 -0.30
C 0.234 -3.752 1.497 -0.11
C -1.418 1.265 -3.452 -0.21
C 3.236 -0.467 -1.888 -0.03
C -0.234 3.832 3.034 -0.33
C -0.783 -4.033 -2.568 -0.20
C -0.400 -0.475 3.340 -0.30
C -1.269 -2.718 -2.716 -0.45
C 1.217 2.659 -3.057 -0.26
C -1.232 3.489 -1.380 -0.29
C -1.201 -2.567 -0.093 -0.20
C -2.307 -2.934 0.701 -0.03
C -1.114 6.103 3.146 -0.03
C 0.085 -2.979 0.337 -0.06
H -1.771 2.150 -4.003 0.04
H 0.971 -2.725 -0.274 0.08
H -1.271 3.494 2.847 0.06
H 1.416 6.075 4.397 0.09
H -0.159 1.134 4.783 0.07
H -1.736 3.243 -0.434 -0.04
H -1.223 -0.174 5.305 0.08
H -2.286 0.732 -3.039 0.04
H 1.262 3.764 -2.932 0.02
H -1.329 -0.045 2.935 0.00
H -3.290 -2.636 0.338 0.11
H 1.457 -0.455 2.493 0.09
H 1.507 6.436 2.655 0.09
H 4.273 -2.964 -1.622 0.08
H -2.436 -1.266 -1.416 0.14
H -0.830 6.905 2.456 0.09
H 2.029 4.814 3.252 0.09
H -0.238 -4.328 -1.660 0.05
H -0.553 4.339 -1.192 -0.03
H -0.884 0.611 -4.147 0.02
H -1.275 6.537 4.139 0.09
H -1.977 3.830 -2.108 0.02
H -0.451 -1.565 3.230 0.11
H 2.746 -1.880 1.213 0.13
H -0.341 -5.978 -3.298 0.05
H -3.074 -1.923 -3.614 0.08
H 3.540 0.530 -1.535 0.09
H -0.776 -4.695 3.170 0.09
H -2.023 5.596 2.807 0.10
H 0.552 -0.433 5.276 0.07
H -1.559 -1.411 -4.349 0.05
H -3.042 -3.978 2.416 0.09
H 2.189 2.244 -2.735 0.00
H 1.081 2.448 -4.133 0.02
H -2.225 -3.026 -4.693 0.07
H -1.929 -5.433 -3.774 0.04
H 1.235 -4.067 1.829 0.09
H -0.512 -4.730 -4.557 0.04
H 3.981 -0.885 -2.580 0.08
H 3.430 -3.361 -0.082 0.09
H 2.516 -3.238 -1.617 0.09
H 2.259 -0.408 -2.400 0.08
```

Properties
frontier orbital gap (spin up / spin down)	3.52 / 3.52	eV
charge	-1
max |F|	0.05514	hartree/bohr
lowest unoccupied orbital energy (spin up / spin down)	0.082 / 0.082	hartree



(8)
Formula: C40H47GeNO2P2PdS2Se
Source: the Open Molecules 2025 dataset
Level of theory: ωB97M-V with the def2-TZVPD basis set

```
97
Properties=species:S:1:pos:R:3:lowdin_charge:R:1
Pd 0.679 -0.306 0.775 0.26
Se 3.156 -0.633 0.472 0.86
Ge 2.619 -1.700 -2.558 0.75
S 0.291 -2.641 1.200 0.59
S -2.302 7.016 1.942 0.80
P 0.839 1.847 1.309 0.81
P -1.481 0.425 0.996 0.87
O -2.074 -0.927 -0.057 -0.24
O -3.613 -2.421 0.616 0.12
N -0.699 1.951 1.875 -0.39
C -3.404 2.342 0.235 -0.10
C 1.273 2.742 -1.254 -0.10
C 2.201 5.259 -0.547 -0.08
C 1.846 4.352 0.437 -0.11
C 3.563 -1.529 2.147 -0.35
C -3.902 -0.710 4.723 -0.08
C -1.532 -4.799 -2.407 -0.09
C -1.801 -0.321 3.631 -0.10
C 1.363 3.090 0.091 -0.32
C 3.622 -0.121 -3.138 -0.22
C 0.305 -4.397 -0.909 -0.14
C 0.702 -1.329 -2.641 -0.20
C 1.628 3.651 -2.242 -0.07
C -0.237 -5.072 -1.993 -0.10
C -1.957 1.545 -1.504 -0.09
C -0.421 -3.420 -0.227 -0.60
C 3.371 2.326 2.421 -0.12
C -4.568 -0.429 3.541 -0.07
C -2.564 2.406 -2.405 -0.07
C 2.565 1.638 4.988 -0.07
C -2.080 5.420 2.762 -0.52
C 2.031 2.024 2.667 -0.34
C -2.281 -3.859 -1.714 -0.02
C -1.733 -3.169 -0.643 -0.17
C -2.575 -2.147 0.065 -0.54
C -2.514 -0.671 4.765 -0.08
C -1.384 4.370 1.912 -0.26
C 4.299 2.278 3.452 -0.08
C -1.303 3.032 2.641 -0.25
C 3.235 -2.146 -0.731 -0.58
C -4.027 3.188 -0.674 -0.08
C 2.087 4.910 -1.888 -0.07
C -3.853 -0.099 2.398 -0.09
C -2.468 -0.017 2.447 -0.31
C 3.061 -3.245 -3.667 -0.21
C 3.898 1.935 4.735 -0.08
C -3.600 3.232 -1.992 -0.08
C -2.358 1.520 -0.171 -0.27
C -0.577 7.475 1.685 -0.42
C 1.637 1.677 3.959 -0.09
H -0.024 7.434 2.623 0.04
H -3.307 -3.656 -1.994 0.12
H 1.952 4.625 1.481 0.11
H 2.248 1.372 5.989 0.11
H 0.926 1.750 -1.522 0.07
H -3.091 5.095 3.019 0.07
H 4.622 1.900 5.538 0.10
H 2.798 -3.049 -4.707 0.02
H -0.717 -0.313 3.648 0.08
H -1.963 -5.328 -3.248 0.10
H 3.414 -0.797 2.940 0.01
H 4.125 -3.478 -3.618 0.02
H -5.648 -0.490 3.497 0.11
H 0.509 -0.512 -3.340 0.02
H -3.744 2.327 1.262 0.10
H -0.095 6.842 0.941 0.01
H 1.551 3.371 -3.285 0.11
H -2.305 2.698 2.925 0.11
H 3.359 0.137 -4.165 0.02
H 4.599 -1.857 2.132 0.03
H 2.574 6.237 -0.271 0.11
H 3.395 0.739 -2.503 0.00
H -4.374 0.062 1.465 0.11
H -2.235 2.421 -3.437 0.10
H -0.762 3.179 3.585 0.11
H 0.160 -2.213 -2.978 0.02
H 4.270 -2.489 -0.763 0.03
H -0.375 4.707 1.672 0.07
H -4.843 3.819 -0.345 0.11
H -1.546 5.578 3.703 0.08
H 3.694 2.592 1.422 0.10
H 2.366 5.620 -2.656 0.11
H 0.352 -5.824 -2.506 0.10
H 4.696 -0.303 -3.093 0.02
H 0.294 -1.057 -1.664 -0.03
H 2.494 -4.113 -3.330 0.01
H 2.598 -2.915 -0.295 -0.03
H -4.462 -0.982 5.609 0.10
H -1.179 0.869 -1.839 0.08
H -1.908 4.256 0.961 0.10
H 2.876 -2.365 2.255 -0.01
H -1.989 -0.923 5.677 0.10
H -0.572 8.502 1.323 0.03
H -4.079 3.899 -2.696 0.10
H 0.601 1.429 4.150 0.08
H 5.337 2.508 3.250 0.11
H 1.303 -4.641 -0.564 0.09
```

Properties
frontier orbital gap	7.18	eV
max |F|	0.00426	hartree/bohr
lowest unoccupied orbital energy	-0.007	hartree